Record 1
ORCA calculation (wB97M-V/def2-TZVPD) on 5 unconnected molecules or ions with the total composition C37H54FN6O11PS at a distorted geometry.

The geometry in XYZ format:
```
111
Properties=species:S:1:pos:R:3:forces:R:3:mulliken_charge:R:1
C 1.401 -6.262 -0.138 0.106 -0.099 0.402 -0.9570
N 1.994 -4.926 0.034 -0.505 -0.127 -0.504 -0.3202
C 0.905 -3.945 0.163 -0.250 -0.270 -0.188 -1.4255
C 1.173 -2.682 -0.663 -0.160 -1.082 1.204 0.1075
C 0.544 -2.573 -1.888 -0.306 1.049 -0.450 0.1050
O -0.292 -3.623 -2.382 1.214 -0.369 -0.168 -0.5985
C 0.513 -4.470 -2.982 0.568 -1.886 0.095 0.5005
N 1.216 -5.329 -3.350 -1.296 1.714 0.156 -0.5936
C 0.655 -1.471 -2.725 0.216 0.436 -0.380 0.5254
C -0.046 -1.370 -4.065 -0.616 -1.060 -0.235 -1.4854
C -1.569 -1.679 -4.034 0.170 0.630 -0.250 -0.1908
C -2.369 -0.860 -3.005 -0.836 -0.265 -0.677 -0.4637
C -3.876 -1.296 -3.102 1.145 -0.505 0.620 -0.6123
C -4.553 -1.519 -1.722 -1.358 0.813 -0.985 -0.5049
C -5.966 -0.868 -1.791 0.460 -0.423 -0.100 -0.6164
O -6.868 -1.555 -0.884 0.524 0.774 0.940 -0.3595
C -7.502 -0.704 -0.023 -0.718 0.390 0.420 0.6832
C -7.442 -1.081 1.465 -0.103 -0.783 -1.099 -0.9685
O -8.103 0.275 -0.393 0.575 -0.348 -0.019 -0.5328
C 1.496 -0.461 -2.262 0.018 0.683 -0.502 0.2752
C 2.160 -0.552 -1.047 0.600 0.628 0.688 0.4937
C 2.020 -1.663 -0.206 0.205 -0.435 -0.713 1.2522
P 2.910 -1.728 1.394 0.451 1.343 2.197 1.3946
O 4.497 -1.911 1.170 -1.093 -1.055 -0.633 -0.6181
O 2.492 -2.988 2.303 0.892 0.351 -1.522 -0.4316
S 2.604 -0.129 2.450 -0.547 0.092 -0.130 -0.4637
C 3.031 0.648 -0.662 -0.342 0.242 -0.243 -0.6283
O 4.123 0.546 -0.162 -0.147 -0.119 -0.433 -0.5935
C 2.414 1.989 -1.023 0.447 -1.049 0.495 -0.0081
C 2.510 3.101 -0.213 0.074 0.040 -0.403 0.3506
F 3.193 3.054 0.928 -0.015 0.106 0.101 -0.1922
C 1.911 4.276 -0.615 0.082 0.727 0.622 -0.6163
C 1.202 4.341 -1.796 -0.340 0.235 -0.489 -0.6306
C 1.099 3.236 -2.634 0.051 0.214 -0.045 -0.9699
C 1.729 2.081 -2.225 -0.111 -1.082 -0.557 1.0060
C 1.725 0.813 -3.069 -0.016 0.160 0.540 -0.2349
O 1.926 0.835 -4.259 -0.230 0.029 0.215 -0.5810
H 0.815 -6.325 -1.063 0.196 0.219 0.222 0.2586
H 2.172 -7.040 -0.222 -0.128 0.293 0.237 0.3258
H 0.724 -6.465 0.714 0.183 -0.369 -0.293 0.3135
H 2.594 -4.907 0.849 -0.131 0.062 0.011 0.3584
H 0.647 -3.720 1.209 0.144 0.149 -0.401 0.1677
H 0.004 -4.422 -0.246 0.222 0.254 0.071 0.8048
H 0.092 -0.413 -4.570 0.219 -0.146 0.433 0.5407
H 0.417 -2.130 -4.721 -0.029 0.324 0.116 0.2847
H -1.776 -2.752 -3.943 0.095 0.326 0.217 0.4338
H -1.957 -1.398 -5.028 0.097 -0.119 0.271 -0.1587
H -2.353 0.206 -3.290 0.394 -0.241 0.250 0.1809
H -1.977 -0.952 -1.982 -0.067 -0.099 -0.242 0.4789
H -3.884 -2.262 -3.631 -0.227 0.361 -0.007 0.3536
H -4.385 -0.574 -3.749 -0.143 -0.203 0.293 0.4489
H -4.730 -2.582 -1.527 0.467 0.200 0.175 0.3043
H -3.996 -1.012 -0.924 -0.030 -0.483 -0.010 0.3386
H -5.854 0.181 -1.491 -0.432 -0.155 -0.283 0.3705
H -6.395 -0.948 -2.797 0.175 0.128 0.215 0.3114
H -8.473 -1.068 1.833 0.310 0.124 0.139 0.3077
H -6.816 -0.366 2.007 -0.184 -0.092 -0.146 0.2610
H -7.028 -2.094 1.543 -0.060 0.293 0.244 0.3101
H 4.741 -1.625 0.277 0.156 0.172 0.146 0.4535
H 1.716 -2.712 2.841 -0.270 -0.240 0.169 0.0715
H 2.004 5.162 0.014 -0.036 -0.253 -0.070 0.5076
H 0.728 5.281 -2.076 0.095 -0.219 0.079 0.3857
H 0.548 3.258 -3.571 0.181 0.068 0.186 0.5385
C 0.538 -3.807 4.616 0.148 -0.252 0.544 0.2160
O 0.229 -3.080 3.679 -0.050 0.273 -0.015 -0.8021
N 0.498 -3.465 5.909 -0.056 -0.144 -0.240 0.2107
C 0.902 -4.387 6.953 -0.096 0.181 0.015 -0.9376
C 0.040 -2.130 6.290 0.038 -0.061 -0.352 -0.9425
H 0.901 -4.836 4.455 -0.009 0.020 -0.003 0.2419
H 0.062 -4.563 7.628 0.084 -0.068 0.061 0.3394
H 1.732 -3.955 7.516 -0.013 -0.098 0.056 0.3509
H 1.220 -5.336 6.526 -0.012 0.038 -0.043 0.3076
H -0.982 -1.981 5.944 0.041 0.141 0.023 0.3118
H 0.674 -1.383 5.817 -0.113 0.079 0.041 0.2333
H 0.080 -2.014 7.370 0.039 -0.082 -0.022 0.4023
C 0.295 1.573 5.462 0.219 -0.232 -0.470 0.3536
O -0.595 0.917 5.970 -0.300 0.141 0.517 -0.6582
N 0.748 2.769 5.872 0.007 -0.103 -0.122 0.1987
C 1.824 3.449 5.170 -0.195 0.066 0.304 -0.7429
C 0.148 3.392 7.037 -0.100 -0.240 -0.080 -0.9854
H 0.817 1.190 4.572 0.161 0.096 -0.108 0.1032
H 2.662 3.609 5.848 0.069 0.112 -0.142 0.3648
H 1.467 4.414 4.808 0.180 0.039 -0.039 0.3273
H 2.162 2.853 4.324 -0.039 -0.036 0.032 0.0861
H 0.266 2.738 7.902 -0.069 0.088 0.059 0.2978
H -0.919 3.542 6.862 0.000 0.037 0.119 0.3012
H 0.624 4.349 7.235 0.046 -0.032 -0.068 0.3602
C 4.813 5.150 3.582 0.032 -0.212 -0.024 0.1435
O 4.171 5.333 4.600 -0.001 0.193 -0.024 -0.6275
N 5.228 6.121 2.745 0.056 -0.102 -0.097 0.1237
C 5.989 5.830 1.546 -0.103 0.240 0.139 -0.9431
C 4.898 7.501 3.057 -0.089 -0.184 0.178 -0.9751
H 5.113 4.141 3.256 0.013 0.011 -0.040 0.3099
H 6.955 6.338 1.596 0.029 -0.059 -0.134 0.3660
H 5.441 6.186 0.671 0.111 -0.057 -0.089 0.3337
H 6.155 4.759 1.449 -0.050 0.003 0.052 0.2999
H 5.319 7.766 4.028 -0.064 0.104 -0.019 0.2874
H 3.814 7.615 3.109 0.029 0.113 0.040 0.2996
H 5.299 8.164 2.293 0.026 -0.076 -0.027 0.3999
C -3.746 -0.787 -7.298 -0.007 -0.108 -0.045 0.0699
O -4.347 -0.569 -6.264 0.025 0.133 0.010 -0.6189
N -3.296 0.161 -8.144 0.076 -0.135 -0.089 0.1317
C -2.585 -0.168 -9.364 -0.082 0.269 0.134 -0.9383
C -3.534 1.557 -7.818 -0.105 -0.169 0.179 -0.9312
H -3.515 -1.812 -7.635 0.019 0.011 -0.039 0.3433
H -1.590 0.281 -9.338 0.024 -0.067 -0.130 0.3390
H -3.134 0.225 -10.222 0.102 -0.063 -0.085 0.3474
H -2.485 -1.246 -9.470 -0.034 0.008 0.059 0.3030
H -3.072 1.791 -6.857 -0.053 0.104 -0.017 0.2570
H -4.607 1.734 -7.737 0.036 0.106 0.038 0.3016
H -3.115 2.198 -8.590 0.022 -0.079 -0.027 0.3905
```
Forces are in eV/Å.

Results
Orbital gap ... 7.5749 eV
HOMO energy ... -8.39 eV
ΔE to the lowest compared entry with this formula, charge and spin ... 17.44 kcal/mol
Energy ... -93550.0544 eV
SMILES ... CNCc1c(OC#N)c(CCCCCCOC(C)=O)c2c(c1P(O)(O)=S)C(=O)c1c(F)cccc1C2=O.CN(C)C=O.CN(C)C=O.CN(C)C=O.CN(C)C=O

Record 2
ORCA calculation (wB97M-V/def2-TZVPD) on a molecular structure, C37H54N3NiOP2 at a distorted geometry.

The geometry in XYZ format:
```
98
Properties=species:S:1:pos:R:3:forces:R:3:mulliken_charge:R:1
C -1.557 2.092 0.613 -1.238 1.030 0.384 -0.1615
C -2.613 0.004 0.670 0.657 -1.749 0.236 0.5285
C -2.751 2.733 0.965 0.836 0.081 -0.507 -1.0851
C -3.882 0.643 0.771 -0.537 0.291 0.178 -1.3808
C -3.951 2.004 0.969 -0.046 -0.362 0.452 -0.7828
H -2.706 3.798 1.130 -0.265 0.111 -0.017 0.5594
H -4.754 -0.019 0.799 0.229 0.460 0.009 0.4739
H -4.889 2.531 1.214 0.456 -0.485 -0.366 0.3972
N -1.484 0.777 0.486 1.313 -0.506 -0.637 0.8757
P 0.988 2.326 -0.711 -1.197 1.383 0.197 1.0263
P -0.804 -2.102 0.901 -0.397 0.306 -0.341 0.6986
C -0.358 2.999 0.380 0.238 0.170 0.089 -1.7373
H -0.741 3.916 -0.103 0.275 -0.255 0.403 0.8172
H 0.083 3.291 1.353 -0.147 -0.093 -0.414 0.8001
C 2.606 -0.049 -0.679 3.527 -4.467 -2.661 -0.3975
O 3.413 -0.704 -1.206 -2.520 2.943 1.803 -0.2838
C -2.482 -1.400 0.921 -0.613 0.976 -3.564 -1.0781
H -3.443 -1.978 0.778 1.329 0.485 0.485 0.0339
C -0.272 -3.708 -0.283 -0.868 0.294 0.857 2.1877
C -1.201 -2.659 2.694 0.884 -0.546 -0.322 1.9448
C 0.406 2.996 -2.419 0.398 0.037 0.207 2.1567
C 2.550 3.296 -0.157 -0.255 -0.049 -0.312 1.9444
C 0.917 -3.475 -1.221 -0.042 0.409 -0.051 -1.5540
H 1.822 -3.159 -0.687 -0.117 0.035 0.027 0.1662
H 1.166 -4.431 -1.715 -0.176 0.302 0.198 0.6241
H 0.705 -2.751 -2.008 0.037 -0.056 0.109 0.1217
C 0.180 -4.855 0.626 -0.117 -0.342 0.012 -1.8176
H 1.079 -4.562 1.188 -0.272 -0.077 -0.115 0.2930
H -0.587 -5.198 1.328 0.196 0.118 -0.186 0.2321
H 0.474 -5.719 0.007 -0.163 0.221 0.114 0.5622
C -1.514 -4.024 -1.115 -0.190 -0.418 -0.395 -1.7558
H -1.320 -4.838 -1.844 0.055 0.291 0.334 0.4413
H -2.361 -4.355 -0.498 0.225 0.163 -0.168 0.3288
H -1.843 -3.150 -1.707 0.170 -0.330 0.358 0.2584
C 0.055 -3.173 3.397 0.186 -0.376 0.745 -1.3793
H 0.916 -2.515 3.187 -0.283 -0.256 0.163 -0.0445
H -0.126 -3.158 4.489 0.250 -0.090 -0.370 0.5320
H 0.327 -4.206 3.132 -0.110 0.486 0.057 0.3492
C -1.723 -1.465 3.530 -0.059 0.048 -0.068 -1.5902
H -0.963 -0.673 3.573 -0.206 -0.130 0.061 0.0478
H -2.651 -1.031 3.129 0.478 -0.260 0.226 0.3261
H -1.920 -1.802 4.560 0.178 -0.048 -0.262 0.6744
C -2.308 -3.733 2.510 -0.310 -0.178 0.338 -1.7162
H -2.604 -3.879 1.457 0.135 0.014 0.614 0.2400
H -2.002 -4.715 2.901 -0.040 0.309 -0.003 0.4625
H -3.216 -3.421 3.051 0.245 -0.190 -0.164 0.3298
C 3.679 2.950 -1.140 0.215 0.227 0.088 -1.8221
H 4.631 3.320 -0.727 -0.214 -0.107 -0.134 0.5211
H 3.781 1.865 -1.279 0.089 0.389 -0.081 0.1002
H 3.541 3.427 -2.119 0.048 -0.159 0.319 0.3581
C 2.966 2.834 1.245 -0.006 -0.097 0.110 -1.7474
H 2.213 3.094 2.001 0.146 -0.113 -0.142 0.3023
H 3.159 1.758 1.291 -0.012 0.119 0.049 0.1503
H 3.896 3.358 1.522 -0.280 -0.181 -0.121 0.6782
C 2.367 4.822 -0.072 0.161 0.260 -0.035 -1.7013
H 3.235 5.233 0.470 -0.280 -0.126 -0.102 0.5221
H 2.358 5.316 -1.050 -0.064 -0.212 0.419 0.3615
H 1.465 5.110 0.488 0.256 -0.090 -0.180 0.2309
C -1.075 2.693 -2.698 -0.310 -0.291 0.055 -1.7521
H -1.293 3.051 -3.723 0.093 -0.130 0.443 0.6502
H -1.304 1.622 -2.683 -0.064 0.314 0.215 0.0773
H -1.762 3.224 -2.011 0.343 -0.317 -0.268 0.2932
C 1.285 2.283 -3.453 0.029 0.079 -0.449 -1.5489
H 1.231 1.196 -3.346 0.150 0.398 -0.064 0.0795
H 0.927 2.534 -4.462 0.115 -0.028 0.133 0.5054
H 2.337 2.582 -3.390 -0.306 -0.052 -0.065 0.2508
C 0.523 4.523 -2.569 0.071 0.213 -0.234 -1.6918
H 0.053 5.065 -1.732 0.265 -0.159 -0.268 0.2801
H 1.555 4.871 -2.711 -0.369 -0.162 0.104 0.2877
H -0.034 4.814 -3.477 0.222 -0.115 0.285 0.5439
Ni 0.665 -0.085 -0.191 -1.774 0.897 1.735 0.1181
N 0.072 -0.445 -2.095 -1.546 -0.468 -6.938 0.6905
C -0.315 -0.565 -3.253 0.306 -0.843 7.759 0.4217
C -1.448 -1.026 -4.042 -0.484 -0.632 -1.279 0.2009
C -1.387 -1.332 -5.421 0.337 0.337 0.035 -0.4842
C -2.683 -1.230 -3.366 0.562 0.598 0.742 0.2127
C -2.576 -1.588 -6.116 0.025 -0.061 -0.237 -0.5774
H -0.397 -1.388 -5.920 -0.899 0.338 0.227 0.4370
C -3.858 -1.487 -4.065 0.454 -0.003 0.330 -0.8381
H -2.687 -1.171 -2.261 -0.103 0.259 -0.688 0.1630
C -3.805 -1.632 -5.451 0.269 0.257 0.352 -0.4311
H -2.576 -1.721 -7.209 0.219 -0.059 0.689 0.3811
H -4.788 -1.544 -3.482 0.404 -0.110 -0.497 0.4223
H -4.731 -1.770 -5.991 0.074 -0.085 -0.179 0.4199
C 3.474 -0.003 5.660 -0.005 0.087 0.215 -1.5072
C 2.809 -0.070 4.320 -0.240 -0.050 -0.048 0.6468
C 3.328 -0.837 3.277 -0.088 -0.062 -0.402 -1.0109
C 2.679 -0.863 2.048 -0.658 0.483 0.577 -0.5920
N 1.558 -0.136 1.797 0.277 0.599 0.749 2.2655
C 1.061 0.624 2.808 0.414 -0.541 -0.484 -1.0704
C 1.628 0.634 4.074 0.107 0.029 -0.072 -0.6908
H 3.436 -0.969 6.179 -0.003 0.173 -0.161 0.3139
H 4.529 0.283 5.566 -0.212 -0.075 -0.003 0.3693
H 2.964 0.740 6.280 0.190 -0.160 0.006 0.3956
H 4.234 -1.429 3.409 -0.213 0.160 -0.002 0.4442
H 3.068 -1.494 1.253 -0.185 0.106 0.091 0.1542
H 0.198 1.259 2.590 0.174 -0.474 -0.061 0.1539
H 1.155 1.208 4.871 0.171 -0.059 -0.264 0.3927
```
Forces are in eV/Å.

Results
Charge ... +1
Orbital gap (spin up / spin down) ... 5.2273 / 4.7871 eV
HOMO energy (spin up / spin down) ... -8.23 / -8.22 eV
ΔE to the lowest compared entry with this formula, charge and spin ... 91.26 kcal/mol
Energy ... -105375.6170 eV
Multiplicity ... 3